# 1
ORCA calculation (ωB97M-V/def2-TZVPD) on C51H52BrN10O5PRbS5 as an isolated structure.

CARTESIAN COORDINATES (ANGSTROEM)
Rb: -0.33 -0.70 0.29
C: 0.08 3.04 3.56
C: 0.38 4.53 3.42
S: 1.66 4.92 2.19
C: 0.68 5.70 0.88
C: 1.31 5.50 -0.50
S: 0.76 4.01 -1.35
C: -0.91 4.54 -1.81
C: -1.84 3.38 -2.10
S: -2.12 2.16 -0.78
C: -2.64 3.24 0.58
C: -2.23 2.72 1.96
S: -0.48 2.24 2.04
H: -0.66 2.88 4.35
H: 0.98 2.50 3.85
H: 0.70 4.93 4.38
H: -0.52 5.08 3.13
H: 0.57 6.76 1.11
H: -0.31 5.24 0.91
H: 2.39 5.41 -0.43
H: 1.10 6.37 -1.13
H: -0.85 5.17 -2.71
H: -1.31 5.17 -1.02
H: -1.46 2.77 -2.93
H: -2.81 3.77 -2.41
H: -3.73 3.34 0.55
H: -2.19 4.22 0.42
H: -2.83 1.86 2.22
H: -2.40 3.51 2.69
N: -2.36 -2.35 2.32
C: -3.62 -2.17 2.88
C: -3.98 -2.85 4.05
C: -5.23 -2.69 4.61
C: -6.17 -1.87 4.00
C: -5.81 -1.18 2.85
C: -4.54 -1.28 2.29
P: -3.94 -0.31 0.84
C: -4.12 -1.35 -0.59
C: -5.29 -2.08 -0.85
C: -5.44 -2.85 -1.98
C: -4.40 -2.81 -2.94
C: -3.23 -2.17 -2.72
C: -2.91 -1.63 -1.38
C: -5.22 1.01 0.71
C: -5.56 1.80 1.81
C: -6.36 2.93 1.66
C: -6.83 3.28 0.40
C: -6.50 2.50 -0.69
C: -5.71 1.37 -0.54
H: -2.39 -2.41 1.29
H: -1.90 -3.20 2.62
H: -3.26 -3.52 4.50
H: -5.49 -3.24 5.51
H: -7.16 -1.77 4.41
H: -6.54 -0.53 2.38
H: -6.11 -2.00 -0.14
H: -6.36 -3.39 -2.17
H: -4.57 -3.27 -3.91
H: -2.47 -2.08 -3.49
H: -2.23 -0.78 -1.45
H: -5.20 1.54 2.80
H: -6.62 3.52 2.53
H: -7.46 4.16 0.28
H: -6.87 2.76 -1.68
H: -5.45 0.75 -1.39
O: -0.75 -4.39 0.43
S: -0.85 -3.73 -0.89
O: 1.48 -2.87 -3.58
O: -2.08 -2.63 -0.50
O: 0.34 -2.83 -1.10
C: 3.58 -2.16 -5.99
N: 2.42 -1.66 -5.31
C: 2.28 -0.53 -4.55
N: 1.22 -0.50 -3.83
C: 0.67 -1.81 -3.98
N: 1.37 -2.55 -5.03
C: 4.36 -3.17 -5.17
C: 4.67 -4.42 -5.68
C: 5.39 -5.34 -4.93
C: 5.79 -5.02 -3.64
C: 5.45 -3.78 -3.11
C: 4.75 -2.86 -3.88
C: 5.80 -3.44 -1.74
N: 6.60 -4.02 -0.90
N: 6.56 -3.25 0.26
C: 5.73 -2.29 0.04
O: 5.22 -2.34 -1.21
C: 5.29 -1.18 0.88
C: 5.76 -1.01 2.18
C: 5.32 0.09 2.90
C: 4.43 1.00 2.34
C: 3.96 0.82 1.04
C: 3.00 1.81 0.43
N: 3.09 1.88 -1.02
C: 2.52 1.11 -1.96
N: 2.93 1.49 -3.16
C: 3.76 2.52 -2.88
N: 3.89 2.79 -1.60
C: 4.40 -0.27 0.32
H: 4.20 -1.29 -6.22
H: 3.28 -2.62 -6.94
H: 3.01 0.26 -4.60
H: -0.40 -1.93 -3.84
H: 4.34 -4.68 -6.68
H: 5.63 -6.31 -5.34
H: 6.34 -5.73 -3.03
H: 4.47 -1.90 -3.44
H: 6.45 -1.72 2.60
H: 5.67 0.25 3.91
H: 4.11 1.87 2.91
H: 3.21 2.82 0.80
H: 1.96 1.60 0.70
H: 1.84 0.30 -1.76
H: 4.28 3.09 -3.63
H: 4.06 -0.44 -0.69
Br: 1.99 -2.27 7.33
C: 1.62 -1.70 5.56
C: 0.40 -1.14 5.26
C: 0.19 -0.72 3.95
N: 1.11 -0.83 2.99
C: 2.26 -1.41 3.30
C: 2.58 -1.86 4.58
H: -0.38 -1.03 6.00
H: -0.76 -0.29 3.66
H: 2.97 -1.54 2.50
H: 3.54 -2.32 4.78

Summary:
M	1241.723	g mol⁻¹
lowest unoccupied orbital energy	1.55	eV
E_HOMO	-3.2	eV
F_max	1.6	eV Å⁻¹
E_tot	-213031.1053	eV
spin multiplicity	1
charge	-1

# 2
ORCA calculation (ωB97M-V/def2-TZVPD) on one molecule with the formula C37H38N4O4.

CARTESIAN COORDINATES (ANGSTROEM)
C: 7.14 1.56 0.81
C: 5.66 1.79 0.64
C: 4.96 1.07 -0.33
C: 3.59 1.23 -0.49
C: 2.78 0.50 -1.51
C: 2.90 2.14 0.31
N: 1.51 2.39 0.00
C: 0.41 1.54 0.15
N: -0.74 2.29 -0.03
C: -2.09 1.86 0.00
C: -2.55 0.75 0.76
C: -1.69 -0.20 1.53
C: -3.92 0.48 0.84
C: -4.87 1.31 0.28
C: -6.33 1.05 0.50
C: -4.43 2.40 -0.47
C: -3.07 2.63 -0.68
C: -2.78 3.74 -1.64
C: -0.31 3.61 -0.19
C: 1.02 3.65 -0.26
C: 3.58 2.87 1.30
C: 2.90 3.84 2.22
C: 4.95 2.68 1.44
H: 7.59 2.23 1.55
H: 7.37 0.54 1.12
H: 7.69 1.71 -0.13
H: 5.48 0.35 -0.96
H: 0.44 0.78 0.93
H: 2.39 1.16 -2.29
H: 3.37 -0.31 -1.94
H: -2.30 -0.72 2.28
H: -1.25 -0.98 0.88
H: -0.89 0.28 2.10
H: -4.25 -0.40 1.38
H: -6.95 1.52 -0.27
H: -6.52 -0.03 0.49
H: -6.68 1.42 1.48
H: -5.16 3.05 -0.93
H: -3.60 3.80 -2.37
H: -2.78 4.71 -1.12
H: -1.84 3.61 -2.19
H: -0.97 4.46 -0.21
H: 1.68 4.49 -0.42
H: 3.54 3.96 3.11
H: 2.80 4.84 1.77
H: 1.91 3.51 2.56
H: 5.48 3.28 2.20
C: -1.10 -1.48 5.39
C: -1.05 -2.76 4.81
C: -0.19 -3.01 3.75
C: 0.64 -1.99 3.25
C: 1.52 -2.30 2.08
O: 1.12 -1.41 1.00
C: 2.10 -1.08 0.14
N: 1.69 -0.15 -0.81
N: 0.37 -0.02 -1.13
C: 0.25 -0.62 -2.43
O: 0.93 -0.22 -3.38
O: -0.59 -1.69 -2.53
C: -0.31 -2.47 -3.75
C: -1.31 -3.57 -4.02
C: -1.05 -4.42 -5.10
C: -1.94 -5.43 -5.47
C: -3.14 -5.59 -4.75
C: -3.39 -4.76 -3.65
C: -2.49 -3.74 -3.29
O: 3.25 -1.51 0.17
C: 0.63 -0.73 3.85
C: -0.25 -0.47 4.91
H: -1.77 -1.28 6.22
H: -1.67 -3.56 5.19
H: -0.13 -3.99 3.26
H: 2.58 -2.10 2.28
H: 1.37 -3.32 1.70
H: -0.29 -1.75 -4.59
H: 0.70 -2.91 -3.65
H: -0.12 -4.27 -5.67
H: -1.71 -6.10 -6.30
H: -3.86 -6.36 -5.04
H: -4.30 -4.90 -3.06
H: -2.71 -3.08 -2.44
H: 1.30 0.05 3.49
H: -0.27 0.52 5.37

Summary:
M	602.735	g mol⁻¹
lowest unoccupied orbital energy	0.52	eV
E_HOMO	-7.3	eV
F_max	2.6	eV Å⁻¹
E_tot	-53133.7621	eV
spin multiplicity	1